Record 1
C10H21ClF3O5P2PdS as an isolated structure. Source: the OMol25 dataset; level of theory: wB97M-V/def2-TZVPD.

Last column: Löwdin spin population.
CARTESIAN COORDINATES (ANGSTROEM)
C  0.16103  0.16314  -4.15507  0.007
C  0.74732  0.56451  -2.95727  0.004
H  0.88764  -0.06725  -4.98102  -0.001
H  -0.59019  0.98047  -4.54254  0.003
H  -0.49196  -0.75025  -4.04117  0.002
O  1.60427  0.74320  -2.21090  0.002
Cl  -1.70555  0.31270  -2.10442  0.643
Pd  -0.18601  -0.04967  0.66145  1.212
P  -0.29247  2.25626  -0.20643  0.320
C  1.14102  3.21741  0.35818  0.064
C  -0.63468  3.20287  -1.75777  0.030
H  -0.85494  4.25190  -1.55747  0.008
H  -1.94996  3.85746  0.58462  0.014
H  -1.49953  2.75137  -2.24814  0.001
H  -2.41410  2.12854  0.79050  0.003
H  2.03320  2.97940  -0.24142  0.001
H  0.19538  3.16511  -2.46428  0.000
C  -1.60327  2.86019  0.89203  0.058
H  1.00000  4.31188  0.31376  0.016
H  -1.24175  2.86596  1.92932  -0.001
H  1.37665  2.95259  1.39839  0.000
P  -0.10435  -2.17720  -0.32008  0.298
C  1.39760  -3.04278  0.23475  0.054
C  -1.46232  -2.97779  0.59894  0.072
H  -1.20882  -2.48382  -2.49250  0.000
H  -0.37905  -3.96620  -2.03434  0.009
H  0.52621  -2.62045  -2.68145  0.000
C  -0.30791  -2.87627  -2.03293  0.035
H  -2.34808  -2.38044  0.35284  0.003
H  -1.58338  -4.02699  0.30780  0.017
H  1.33935  -4.13172  0.08058  0.015
H  1.51363  -2.82475  1.30463  0.000
H  -1.21113  -2.85122  1.65732  -0.001
H  2.26713  -2.63327  -0.30361  0.000
C  1.76225  0.18513  0.93741  0.165
O  2.91386  0.16663  0.98113  0.010
F  1.10664  -0.91061  5.28627  -0.002
C  0.47672  -1.20310  4.14749  -0.007
F  1.47823  -1.77744  3.25674  0.000
F  -0.45225  -2.15293  4.32645  -0.002
S  -0.20856  0.31079  3.35685  -0.031
O  -0.93040  1.07352  4.32936  0.369
O  0.98182  0.94419  2.73622  0.275
O  -1.24928  -0.34107  2.50979  0.332

2S+1   5
Charge   +3
Orbital gap (alpha / beta)   0.3124 / 0.1950 Ha
M   514.2 u
HOMO level (alpha / beta)   -19.80 / -20.97 eV


Record 2
C10H21ClI2N4OPRu as an isolated structure. Source: the OMol25 dataset; level of theory: wB97M-V/def2-TZVPD.

Last column: Löwdin spin population.
CARTESIAN COORDINATES (ANGSTROEM)
I  2.48888  2.59909  2.60384  1.495
I  2.20100  -0.58591  2.15149  0.837
Ru  1.06081  0.06660  -0.06535  2.031
P  2.98382  0.42823  -1.12321  0.019
C  3.87599  -1.08703  -1.64640  0.006
C  2.64308  1.14901  -2.76145  0.018
H  3.74602  2.43808  -0.10648  0.005
H  5.05300  1.69010  -1.08642  0.000
H  4.60266  1.02710  0.53430  0.000
C  4.22797  1.49333  -0.38360  0.005
H  2.07275  2.07283  -2.61508  0.001
H  3.58697  1.36207  -3.26910  0.001
H  4.79891  -0.81076  -2.16662  0.001
H  3.24171  -1.67160  -2.33125  0.000
H  2.05711  0.43066  -3.34982  0.001
H  4.12635  -1.68600  -0.75675  0.001
C  1.04798  -1.66965  -0.67512  0.098
O  1.10668  -2.79972  -1.00878  0.096
Cl  0.49241  2.32180  -0.72563  0.281
C  -1.80335  -0.40614  -0.69730  0.016
N  -1.02372  -0.17149  0.56666  0.024
C  -1.30745  -1.30733  1.51329  0.009
N  -2.74893  -1.45344  1.77564  0.020
C  -3.44377  -1.67268  0.49214  0.001
N  -3.24553  -0.54576  -0.45033  0.012
C  -3.73890  0.67925  0.21114  0.001
N  -3.02236  0.95268  1.46915  0.004
C  -1.58792  1.06521  1.22397  0.003
C  -3.24232  -0.19291  2.37201  0.002
H  -1.46287  -1.33083  -1.18197  0.004
H  -1.61100  0.42575  -1.38630  0.003
H  -0.80728  -1.11544  2.46807  0.002
H  -0.90300  -2.22547  1.07163  0.001
H  -4.52550  -1.75934  0.68358  0.000
H  -3.05986  -2.59692  0.04205  0.000
H  -3.60905  1.53661  -0.46236  0.000
H  -4.80112  0.53017  0.44595  0.000
H  -1.08211  1.20706  2.18803  0.000
H  -1.35484  1.89651  0.55094  0.001
H  -4.31685  -0.27131  2.56885  0.000
H  -2.71637  -0.01241  3.31661  0.000

2S+1   6
Charge   +2
Orbital gap (alpha / beta)   0.2741 / 0.1231 Ha
M   634.6 u
HOMO level (alpha / beta)   -14.78 / -14.73 eV


Record 3
C10H21F3HoIO2P2 as an isolated structure. Source: the OMol25 dataset; level of theory: wB97M-V/def2-TZVPD.

Last column: Löwdin spin population.
CARTESIAN COORDINATES (ANGSTROEM)
C  -0.00042  -0.05128  -7.83698  0.000
C  0.00620  0.67674  -6.50110  0.000
H  0.00294  0.69725  -8.64419  0.000
H  -0.90293  -0.65822  -7.93423  0.000
H  0.89431  -0.66938  -7.93700  0.000
O  0.01700  1.84156  -6.28776  0.000
I  -0.00667  -0.66209  -4.71134  -0.001
Ho  -0.00275  -0.38629  -0.31054  4.043
P  2.51623  -0.10588  -0.05940  -0.008
C  3.40353  1.20681  0.80611  -0.002
C  3.06265  -1.72110  0.63610  0.000
H  4.14698  -1.80537  0.49869  0.000
H  4.15986  -0.30366  -1.83059  0.000
H  2.55412  -2.56137  0.12520  0.000
H  2.54220  -0.92382  -2.38708  0.000
H  3.07388  1.19616  1.86605  0.000
H  2.79043  -1.77470  1.70677  0.000
C  3.07560  -0.14020  -1.81426  0.000
H  4.48640  1.03534  0.70384  0.000
H  2.80739  0.82243  -2.28712  0.000
H  3.08506  2.17032  0.35776  0.000
P  -2.51696  -0.05899  -0.05664  -0.008
C  -3.37963  1.27136  0.80815  -0.001
C  -3.08011  -0.08588  -1.81046  -0.001
H  -2.60054  -2.51348  0.13050  0.000
H  -4.17783  -1.72702  0.51047  0.000
H  -2.81416  -1.71954  1.71186  0.000
C  -3.09111  -1.66350  0.64272  0.000
H  -2.55999  -0.87896  -2.38299  0.000
H  -4.16685  -0.23191  -1.82557  0.000
H  -4.46600  1.12201  0.70562  0.000
H  -3.04195  2.22835  0.35998  0.000
H  -2.79666  0.87142  -2.28487  0.000
H  -3.05074  1.25446  1.86825  0.000
C  0.01456  1.63370  1.00896  -0.004
O  0.02482  2.54344  1.70412  0.001
F  -1.09260  -0.49989  2.95897  -0.001
C  0.01899  -0.83424  2.18466  -0.011
F  1.10024  -0.42365  2.96605  -0.002
F  0.06742  -2.24298  2.22989  -0.001

2S+1   5
Charge   +2
Orbital gap (alpha / beta)   0.2679 / 0.2733 Ha
M   584.1 u
HOMO level (alpha / beta)   -15.36 / -15.37 eV


Record 4
C10H21N2Sn as an isolated structure. Source: the OMol25 dataset; level of theory: wB97M-V/def2-TZVPD.

Last column: natural (NBO) charge in e.
CARTESIAN COORDINATES (ANGSTROEM)
C  -3.84628  -1.13622  -4.10464  -0.883
Sn  -0.91582  -1.09678  -0.37853  -0.582
N  0.08401  0.34301  -2.77847  -1.054
H  -1.90989  -2.01034  0.75316  -0.287
H  -4.53533  -0.41603  -3.76581  0.205
H  -4.24775  -2.14418  -4.12824  0.199
H  -3.04174  -1.23506  -3.40508  0.260
H  -3.34989  -0.85405  -5.03964  0.187
H  1.07140  0.35739  -3.00022  0.338
H  -0.16921  1.26351  -2.42214  0.365
H  -0.44202  0.17812  -3.63371  0.360
C  1.15826  -2.74191  1.44664  -0.513
N  1.02342  -1.28334  1.66601  -0.565
C  1.29896  -0.79257  3.04919  -0.441
C  1.79677  -0.39087  0.65769  -0.291
C  1.10955  0.94938  0.71116  -0.061
C  1.72213  2.10120  1.21581  -0.248
C  0.99172  3.28641  1.30237  -0.262
C  -0.31787  3.32677  0.81708  -0.227
C  -0.90120  2.18166  0.28880  -0.250
C  -0.21976  0.98147  0.29484  -0.312
H  2.20602  -2.97908  1.23906  0.192
H  0.52832  -3.04237  0.58846  0.284
H  0.78856  -3.26249  2.34195  0.200
H  -0.00940  -1.10714  1.61831  0.492
H  2.38656  -0.68672  3.15472  0.203
H  0.79773  0.17479  3.16346  0.231
H  0.88929  -1.51184  3.75657  0.214
H  2.83446  -0.38950  1.00865  0.184
H  1.78495  -0.85721  -0.34856  0.281
H  2.75916  2.07767  1.55496  0.187
H  1.42573  4.16516  1.73331  0.193
H  -0.87253  4.25592  0.82114  0.192
H  -1.87830  2.29529  -0.17829  0.208

Charge   -1
Orbital gap (alpha / beta)   0.1049 / 0.1048 Ha
M   288.0 u
HOMO level (alpha / beta)   0.17 / 0.17 eV


Record 5
One molecule with the formula C10H21N3O4. Source: the OMol25 dataset; level of theory: wB97M-V/def2-TZVPD.

Last column: natural (NBO) charge in e.
CARTESIAN COORDINATES (ANGSTROEM)
C  -2.98272  -0.28128  3.41801  -0.701
C  -2.40853  -1.14258  2.41587  0.087
O  -2.89083  -0.64010  1.09782  -0.740
C  -0.79877  -0.97932  2.27662  -0.149
N  -0.02980  -1.37492  3.29605  -0.871
C  -0.42082  0.42795  1.88034  0.722
O  0.24547  1.08417  2.68824  -0.587
N  -0.50538  0.80421  0.51711  -0.673
C  -0.18835  -0.11276  -0.58411  -0.179
C  -0.29948  0.43754  -1.98452  -0.401
C  0.74431  1.57531  -2.16033  -0.426
C  0.94997  1.98584  -3.56035  -0.427
C  1.46278  0.86323  -4.43600  -0.220
N  2.63839  -0.03867  -4.16000  -0.846
C  1.21885  -0.65060  -0.15821  0.776
O  1.74470  -0.03576  0.72947  -0.572
O  1.73184  -1.69833  -0.74919  -0.645
H  -4.11884  -0.32835  3.44918  0.220
H  -2.72020  -0.59711  4.42940  0.243
H  -2.79840  0.79131  3.48239  0.235
H  -2.47361  -2.27043  2.44389  0.188
H  -3.26059  0.22667  1.41020  0.473
H  -0.79825  -1.68330  1.40174  0.173
H  0.06238  -2.36654  3.49752  0.388
H  0.39359  -0.63643  3.81954  0.419
H  0.45269  1.15606  0.46897  0.408
H  -1.00318  -0.93975  -0.43711  0.244
H  -0.25360  -0.47595  -2.58793  0.200
H  -1.26897  0.86583  -2.16936  0.232
H  0.27275  2.36200  -1.63390  0.223
H  1.70450  1.54645  -1.50371  0.214
H  1.54814  2.88228  -3.64720  0.208
H  -0.01697  2.25544  -3.96580  0.208
H  0.54912  0.15489  -4.57881  0.171
H  1.57180  1.14479  -5.47108  0.202
H  3.41121  0.55660  -4.00248  0.353
H  2.56240  -0.77524  -3.32524  0.358
H  1.14866  -2.02342  -1.42705  0.492

SMILES string   C[C@@H](O)[C@H](N)C(=O)N[C@@H](CCCCN)C(=O)O
Charge   0
Orbital gap   0.3173 Ha
M   247.3 u
HOMO level   -8.31 eV


Record 6
One molecule with the formula C10H21N5O4. Source: the OMol25 dataset; level of theory: wB97M-V/def2-TZVPD.

Last column: natural (NBO) charge in e.
CARTESIAN COORDINATES (ANGSTROEM)
H  3.09261  2.15800  0.38243  0.337
N  3.88357  2.01747  -0.27704  -0.808
C  4.61930  1.04507  0.15779  0.585
N  5.88601  0.90400  -0.35939  -0.818
N  4.26573  0.05684  1.06883  -0.636
C  2.87344  -0.42349  1.12830  -0.219
C  2.50176  -1.32187  -0.03789  -0.431
C  0.97617  -1.35171  -0.19297  -0.402
C  0.42341  -0.40906  -1.26889  -0.134
N  0.78653  0.95687  -1.01267  -0.864
C  -1.10151  -0.58388  -1.25937  0.682
O  -1.70232  -1.57457  -1.72167  -0.657
N  -1.80662  0.36856  -0.57155  -0.643
C  -3.23717  0.35461  -0.58318  -0.178
C  -3.65992  1.79408  -0.15166  0.795
O  -2.85452  2.66217  0.07714  -0.579
O  -4.99516  2.02312  -0.04777  -0.693
C  -3.83283  -0.72899  0.34913  0.086
C  -3.47387  -0.56560  1.78018  -0.650
O  -5.26288  -0.59298  0.12147  -0.761
H  6.12744  -0.06924  -0.56072  0.369
H  6.08893  1.54035  -1.09252  0.401
H  4.99266  -0.63394  1.20477  0.379
H  2.83893  -0.96903  2.08571  0.208
H  2.16612  0.41031  1.16335  0.212
H  2.96644  -2.32843  0.14588  0.210
H  2.96576  -0.98720  -0.95399  0.208
H  0.64260  -2.35866  -0.51754  0.238
H  0.51471  -1.11318  0.80528  0.207
H  0.71693  -0.73867  -2.27392  0.196
H  1.82303  1.02800  -0.91596  0.386
H  0.62563  1.55198  -1.86059  0.373
H  -1.33656  1.25721  -0.26996  0.463
H  -3.58872  0.16055  -1.57486  0.241
H  -5.46895  1.13242  0.05836  0.520
H  -3.55289  -1.69525  -0.06337  0.212
H  -4.10358  -1.25397  2.39986  0.216
H  -2.38228  -0.75770  1.95448  0.236
H  -3.71732  0.45919  2.13947  0.220
H  -5.70062  -1.42333  0.54509  0.494

SMILES string   [H]/N=C(/N)NCCC[C@H](N)C(=O)N[C@H](C(=O)O)[C@@H](C)O
Charge   0
Orbital gap   0.3506 Ha
M   275.3 u
HOMO level   -9.07 eV


Record 7
C10H21N5O4 as an isolated structure. Source: the OMol25 dataset; level of theory: wB97M-V/def2-TZVPD.

Last column: natural (NBO) charge in e.
CARTESIAN COORDINATES (ANGSTROEM)
C  -1.16624  0.36353  2.98499  -0.185
C  -0.93193  0.05018  1.50168  0.703
C  -1.70940  1.75090  3.37277  0.082
C  -3.05353  2.01495  2.59136  -0.649
C  0.36249  -1.35692  -0.06893  -0.159
C  0.91960  -2.73765  0.15051  0.797
C  1.55058  -0.65047  -0.69254  -0.406
C  1.29005  0.79829  -1.28321  -0.431
C  0.18422  0.64984  -2.28692  -0.230
C  1.34602  -0.41745  -4.35410  0.595
H  1.05618  0.21346  2.99162  0.339
H  -0.06092  0.48342  4.55462  0.399
H  -1.86312  -0.34663  3.32807  0.200
H  -1.10711  2.38089  2.77253  0.183
H  -2.51228  1.49877  5.15275  0.476
H  -3.90681  1.47536  3.05541  0.190
H  -3.31760  3.12881  2.66526  0.211
H  -3.08688  1.81074  1.53797  0.269
H  0.48811  -1.26720  2.03233  0.447
H  -0.56134  -1.37587  -0.74579  0.248
H  2.28012  -0.61679  0.09861  0.216
H  1.96825  -1.27741  -1.43040  0.223
H  2.12891  1.44816  -1.67865  0.230
H  0.77686  1.44485  -0.59736  0.217
H  0.04894  1.60077  -2.87359  0.194
H  -0.73579  0.48251  -1.63875  0.237
H  0.24735  -1.35068  -2.98584  0.373
H  1.49341  -2.37513  -4.65527  0.354
H  1.13109  1.70397  -4.66824  0.395
H  2.45282  0.76216  -5.55976  0.412
H  1.36149  -4.26202  -0.69668  0.498
N  -0.02514  -0.06737  3.63152  -0.834
N  0.04818  -0.89306  1.19661  -0.643
N  0.32015  -0.40517  -3.35093  -0.660
N  1.85002  -1.44809  -4.89082  -0.792
N  1.82985  0.88423  -4.71119  -0.876
O  -1.62028  0.62143  0.62044  -0.657
O  -1.69089  1.97965  4.78255  -0.703
O  1.36480  -3.24103  1.09029  -0.585
O  0.84978  -3.45790  -0.94293  -0.679

Charge   0
Orbital gap   0.3427 Ha
M   275.3 u
HOMO level   -8.78 eV


Record 8
One molecule with the formula C10H21O2P. Source: the OMol25 dataset; level of theory: wB97M-V/def2-TZVPD.

Last column: natural (NBO) charge in e.
CARTESIAN COORDINATES (ANGSTROEM)
C  1.15197  -2.73675  1.05540  -0.238
C  0.88812  -2.10471  0.07508  -0.015
C  0.63459  -1.37059  -1.15080  -0.790
P  0.91088  0.45605  -0.94448  1.271
C  2.79123  0.27436  -0.63260  -0.745
C  3.31931  1.01910  0.60036  -0.401
C  2.80768  0.48892  1.94290  -0.615
O  -0.76488  0.67620  -1.31259  -0.839
C  -1.32092  1.92386  -0.98583  -0.094
C  -2.68747  1.72606  -0.26552  -0.074
O  -3.25698  0.47423  -0.58880  -0.536
C  -3.14377  -0.49325  0.43226  -0.056
C  -3.29520  -1.89864  -0.16023  -0.637
H  1.38097  -3.29829  1.93219  0.238
H  -0.40603  -1.53337  -1.43007  0.280
H  1.23510  -1.75189  -1.97640  0.260
H  0.71780  0.99687  0.33927  -0.051
H  1.21898  1.30666  -2.03480  -0.042
H  3.28191  0.72584  -1.49851  0.209
H  3.12533  -0.76355  -0.60603  0.212
H  3.15463  2.09436  0.51236  0.193
H  4.40572  0.89360  0.59776  0.202
H  2.74760  -0.59479  1.95821  0.213
H  3.47064  0.81377  2.74443  0.209
H  1.83053  0.91331  2.17090  0.198
H  -1.50739  2.48544  -1.90369  0.173
H  -0.66722  2.49873  -0.32100  0.161
H  -3.39728  2.48158  -0.60115  0.182
H  -2.55018  1.81677  0.81319  0.162
H  -2.17861  -0.43179  0.94109  0.163
H  -3.93341  -0.33059  1.17409  0.159
H  -2.44979  -2.51785  0.13905  0.210
H  -4.19022  -2.37766  0.22903  0.207
H  -3.32365  -1.86197  -1.24508  0.228

SMILES string   C#CC[PH2](CCC)OCCOCC
Charge   0
Orbital gap   0.3697 Ha
M   204.2 u
HOMO level   -9.07 eV